87
Properties=species:S:1:pos:R:3 method="wB97M-V/def2-TZVPD" spin_multiplicity=2 orbital_gap_ev="5.0 / 6.2" e_above_lowest_kcal_mol=6.4 e_homo_ev="-2.4 / -3.7" total_charge=-1
Hg 0.44831 0.87478 -0.47155
C 0.11111 3.86006 1.10738
C 0.67864 2.88776 2.10871
C 0.78483 3.26451 3.43323
C 1.22887 2.30044 4.36205
C 1.58151 1.05718 3.93379
C 1.52613 0.72347 2.55000
N 1.03665 1.67424 1.66168
C 1.92845 -0.56276 2.08656
C 2.35551 -1.60091 2.97422
C 2.77549 -2.79347 2.46715
C 2.75105 -3.02920 1.07758
C 2.25079 -2.01695 0.27374
N 1.87414 -0.83632 0.74204
C 2.02620 -2.24060 -1.19140
C 1.89819 -3.51926 -1.72367
C 1.64355 -3.65095 -3.07909
C 1.48045 -2.51611 -3.85401
C 1.58998 -1.26991 -3.24184
C 1.30321 0.00085 -3.98166
N 1.90190 -1.15556 -1.95115
H 0.41471 4.88000 1.34711
H -0.98141 3.81989 1.12433
H 0.44242 3.62718 0.09628
H 0.50936 4.26460 3.73650
H 1.27562 2.53958 5.41816
H 1.89608 0.31912 4.65715
H 2.33591 -1.45635 4.04493
H 3.11181 -3.57448 3.13897
H 3.13010 -3.95245 0.66518
H 1.94729 -4.38976 -1.08548
H 1.54510 -4.63530 -3.52071
H 1.25726 -2.58321 -4.91076
H 1.52009 -0.09808 -5.04627
H 1.86938 0.83379 -3.56564
H 0.24484 0.24444 -3.84212
C -1.09904 0.29361 -1.77243
Ge -2.58174 0.09648 -0.60539
C -4.02602 -0.80882 -1.62959
C -5.05772 -0.13436 -2.28229
C -6.00399 -0.81764 -3.03882
C -5.93459 -2.19855 -3.16074
C -4.91971 -2.89130 -2.51174
C -3.98299 -2.20038 -1.75325
C -2.64436 -0.91712 1.09888
C -1.53199 -1.60889 1.57289
C -1.58304 -2.33442 2.75959
C -2.75978 -2.37860 3.49231
C -3.88538 -1.70552 3.02988
C -3.82620 -0.98650 1.84265
C -3.22902 1.91060 -0.15898
C -3.53072 2.34897 1.13047
C -3.96470 3.64945 1.36892
C -4.10589 4.54035 0.31418
C -3.78660 4.13089 -0.97507
C -3.34412 2.83364 -1.20411
H -0.73487 -0.71248 -2.04755
H -5.13139 0.94453 -2.19534
H -6.79959 -0.27151 -3.53333
H -6.66372 -2.73208 -3.75918
H -4.86204 -3.97095 -2.59306
H -3.20489 -2.75704 -1.23892
H -0.60614 -1.57605 1.00727
H -0.69980 -2.85994 3.10528
H -2.80243 -2.93505 4.42137
H -4.81039 -1.74392 3.59444
H -4.71668 -0.47969 1.48328
H -3.41678 1.66952 1.96815
H -4.18768 3.96882 2.38059
H -4.45913 5.54865 0.49608
H -3.87194 4.82798 -1.80103
H -3.04983 2.52805 -2.20274
N 5.40918 -1.22367 -2.49113
C 6.18151 -0.52423 -1.62237
O 7.39114 -0.66558 -1.55481
C 5.45801 0.45397 -0.74464
C 6.01670 0.78419 0.47783
C 5.34569 1.67462 1.29516
C 4.13691 2.19458 0.85813
N 3.58726 1.89631 -0.31828
C 4.25094 1.04770 -1.09955
H 5.85571 -1.96087 -3.00888
H 4.40721 -1.25087 -2.38851
H 6.96051 0.33814 0.76464
H 5.73982 1.95956 2.26145
H 3.57808 2.87476 1.48970
H 3.80275 0.84039 -2.06285